1.
Below is C28H50GeIrNO6SSi3 as an isolated structure, with properties calculated with ωB97M-V/def2-TZVPD.

Atoms and positions in Å:
1 Ir 0.3721 0.3017 -0.2815
2 O -4.2390 0.3196 0.8692
3 C -3.1129 0.4054 0.1626
4 O -2.5300 1.5678 0.1287
5 C -2.6934 -0.7470 -0.5266
6 C -3.5550 -1.8671 -0.6482
7 C -3.2222 -2.8934 -1.4915
8 C -2.0409 -2.7922 -2.2531
9 C -1.1949 -1.7196 -2.0364
10 N -1.4682 -0.7350 -1.1471
11 C 0.0617 -1.4915 -2.7876
12 O 0.3824 -2.2559 -3.8070
13 O 0.7971 -0.5425 -2.5124
14 H -4.4868 1.1773 1.2435
15 H -4.4776 -1.8541 -0.0907
16 H -3.8731 -3.7441 -1.6120
17 H -1.8106 -3.5541 -2.9824
18 H -0.2210 -2.9919 -3.9925
19 C -2.5590 4.5044 -3.6726
20 Si -2.6773 2.6953 -3.0831
21 C -4.4229 2.2018 -2.5140
22 C -1.8151 1.4443 -4.2441
23 Ge -1.0554 2.2807 -0.8734
24 Si 2.5019 2.5440 -3.1961
25 C 1.3049 3.9688 -3.5339
26 C 2.7740 1.1799 -4.4477
27 C 3.4917 2.7223 -1.6159
28 Si -1.1022 4.4374 0.6502
29 C -2.4285 4.1631 1.9795
30 C 0.6931 4.2263 1.2811
31 C -1.3699 5.9888 -0.4252
32 H -2.6958 4.5340 -4.7503
33 H -1.6191 4.9961 -3.4480
34 H -3.3563 5.1048 -3.2443
35 H -5.1563 2.4330 -3.2826
36 H -4.7099 2.7517 -1.6213
37 H -4.5012 1.1366 -2.3032
38 H -2.5333 0.7088 -4.5943
39 H -1.0066 0.9132 -3.7495
40 H -1.4076 1.9295 -5.1248
41 H 0.6895 3.8014 -4.4157
42 H 1.8791 4.8773 -3.7197
43 H 0.6450 4.1615 -2.6867
44 H 2.2755 1.3823 -5.3966
45 H 2.4035 0.2285 -4.0630
46 H 3.8373 1.0540 -4.6564
47 H 3.3751 3.7079 -1.1658
48 H 4.5533 2.5725 -1.8091
49 H 3.1854 1.9713 -0.8850
50 H -2.4045 3.1366 2.3311
51 H -3.4211 4.3759 1.5927
52 H -2.2593 4.8214 2.8279
53 H 0.9400 3.1688 1.3597
54 H 0.8232 4.6824 2.2582
55 H 1.4027 4.6995 0.6097
56 H -2.3499 5.9980 -0.8924
57 H -0.6186 6.1024 -1.2012
58 H -1.3112 6.8698 0.2082
59 C 3.2748 -4.1360 4.9278
60 C 3.2600 -3.0098 3.9626
61 C 3.9169 -1.8065 4.2382
62 C 3.8976 -0.7440 3.3613
63 C 4.6374 0.5052 3.7252
64 C 3.1634 -0.8572 2.1389
65 C 3.0163 0.3071 1.3430
66 O 2.4368 0.4678 0.2366
67 C 2.5775 -2.1155 1.8085
68 C 1.9099 -2.3576 0.4965
69 C 2.6170 -3.1386 2.7315
70 H 3.3517 -3.7791 5.9511
71 H 4.1452 -4.7682 4.7399
72 H 2.3908 -4.7611 4.8184
73 H 4.4563 -1.7179 5.1689
74 H 5.2036 0.3472 4.6375
75 H 3.9601 1.3417 3.8940
76 H 5.3401 0.7903 2.9446
77 H 3.4810 1.2056 1.7668
78 H 2.6186 -2.2256 -0.3197
79 H 1.0724 -1.6470 0.3434
80 H 1.5085 -3.3676 0.4511
81 H 2.1566 -4.0854 2.4886
82 C -0.9169 -0.8732 3.7667
83 S 0.3070 0.3878 3.2756
84 C -0.2232 1.6586 4.4777
85 O -0.1989 0.9053 1.9385
86 H -1.9144 -0.5352 3.5006
87 H -0.8457 -1.0471 4.8349
88 H -0.6781 -1.7954 3.2438
89 H 0.1146 1.3447 5.4605
90 H -1.3019 1.7681 4.4743
91 H 0.2487 2.5990 4.2145

Its relative energy (zero: lowest compared OMol25 entry of this formula, charge and spin) is 320.7 kJ/mol. As for the net charge: +3. Its multiplicity is 2. The calculation puts the energy at -137420.8502 eV. For the HOMO-LUMO gap (alpha / beta), the calculation gives 5.163 / 5.168 eV.

Here are the Löwdin charges for atoms 1 to 5, given in e:
1. Ir 0.8009
2. O 0.1911
3. C -0.3587
4. O -0.2532
5. C -0.1482

2.
Below is C20H27ClIN3O4OsSi as an isolated structure, with properties calculated with ωB97M-V/def2-TZVPD.

Atoms and positions in Å:
1 Os 0.1352 0.2594 0.3630
2 C -0.6602 0.1747 4.0257
3 C 0.6720 -0.2605 3.5192
4 C 1.7484 -0.6060 4.3457
5 C 2.9636 -0.9552 3.7949
6 C 3.1581 -0.9588 2.4036
7 C 2.0631 -0.6433 1.6583
8 N 0.8641 -0.3276 2.2049
9 N 1.8345 -0.4777 0.2568
10 Si 3.1048 -0.7498 -1.0684
11 C 3.5195 -2.5456 -0.8789
12 C 4.4965 0.4138 -0.6881
13 C 2.2576 -0.3362 -2.6617
14 H -0.7427 0.0125 5.0968
15 H -1.4585 -0.3708 3.5217
16 H -0.8019 1.2399 3.8300
17 H 1.6129 -0.5920 5.4175
18 H 3.7869 -1.2224 4.4442
19 H 4.1117 -1.2031 1.9611
20 H 4.0583 -2.7549 0.0461
21 H 4.1667 -2.8494 -1.7054
22 H 2.6281 -3.1748 -0.9098
23 H 5.1632 0.0554 0.0964
24 H 4.1373 1.4077 -0.4136
25 H 5.1043 0.5335 -1.5890
26 H 1.2190 -0.6713 -2.6972
27 H 2.7830 -0.8436 -3.4742
28 H 2.2766 0.7355 -2.8725
29 N -1.5477 -1.2220 -2.2871
30 C -1.7225 -1.6279 -1.0674
31 O -1.2884 -1.0243 0.0030
32 C -2.4553 -2.8918 -0.7996
33 I -1.0016 -4.4577 -0.8491
34 H -1.0886 -0.3378 -2.4959
35 H -1.9006 -1.7837 -3.0500
36 H -3.2130 -3.1027 -1.5478
37 H -2.8794 -2.8709 0.1981
38 C -1.9096 2.7226 -5.5328
39 C -0.5295 2.9770 -4.9964
40 C 0.5832 2.9507 -5.8238
41 C 1.8521 3.2222 -5.3284
42 Cl 3.2159 3.1636 -6.3891
43 C 2.0303 3.5430 -3.9974
44 C 0.9284 3.5659 -3.1495
45 C -0.3294 3.2777 -3.6489
46 O -1.4826 3.2510 -2.8677
47 C -1.3472 3.4414 -1.5024
48 C -0.7704 2.2232 -0.8501
49 O -0.6416 2.1096 0.4410
50 O -0.3551 1.2200 -1.4895
51 H -1.8602 2.3361 -6.5483
52 H -2.4917 3.6452 -5.5501
53 H -2.4610 2.0143 -4.9133
54 H 0.4627 2.7199 -6.8742
55 H 3.0154 3.7861 -3.6237
56 H 1.0906 3.8322 -2.1131
57 H -2.3338 3.6292 -1.0720
58 H -0.7185 4.2961 -1.2246

Its relative energy (zero: lowest compared OMol25 entry of this formula, charge and spin) is 14.9 kJ/mol. As for the net charge: +2. The calculation puts the energy at -64793.3261 eV. For the HOMO-LUMO gap (alpha / beta), the calculation gives 4.887 / 4.888 eV.

Here are the Löwdin charges for atoms 1 to 5, given in e:
1. Os 1.6963
2. C 0.0073
3. C -0.2625
4. C 0.0237
5. C 0.0149

3.
Below is a 2-piece molecular cluster, C24H43ClF7O6P2S overall, with properties calculated with ωB97M-V/def2-TZVPD.

Atoms and positions in Å:
1 C 2.8763 -1.0009 0.6018
2 C 1.6503 -1.5427 0.2735
3 C 0.3774 -0.9453 0.6729
4 P -0.4693 0.3752 -0.6344
5 C 0.6135 1.7302 0.1552
6 C 0.5375 2.1623 1.6297
7 C -0.1629 3.4867 1.9314
8 S 0.3989 4.0453 3.5899
9 C 0.8166 0.0251 -2.0363
10 C 0.6960 -1.3118 -2.7886
11 C -0.6101 -1.5090 -3.5776
12 C -0.4630 -1.1964 -5.0711
13 C -1.8076 -1.2715 -5.7986
14 C -2.6910 -0.0550 -5.5064
15 O -3.7408 -0.4193 -4.5867
16 C -4.8390 0.3905 -4.6424
17 O -5.7635 0.1406 -5.3488
18 C -4.8147 1.6032 -3.7729
19 C -5.6044 1.7597 -2.7243
20 C -1.5175 1.5006 -1.8583
21 C -1.2639 2.9387 -2.3077
22 C 0.0176 3.2671 -3.0625
23 Cl -1.5585 4.2031 -1.0463
24 C -2.0117 0.5340 0.7122
25 F -2.4602 1.8163 0.8643
26 F -1.7209 0.1253 2.0067
27 C -3.2943 -0.3197 0.4251
28 F -4.2960 0.1692 1.2100
29 F -3.7337 -0.2260 -0.8425
30 C -3.2901 -1.8416 0.7591
31 F -3.0091 -2.1092 2.0310
32 F -2.4892 -2.5507 -0.0401
33 F -4.5483 -2.2879 0.5332
34 H 3.1495 -0.8275 1.6406
35 H 3.5581 -0.6520 -0.1707
36 H 1.6230 -2.5097 -0.2329
37 H -0.3782 -1.7260 0.8213
38 H 0.5560 -0.4696 1.6448
39 H -1.2378 -0.7361 -1.1341
40 H 1.5964 1.2519 0.0744
41 H 0.7427 2.6241 -0.4599
42 H 1.5760 2.3339 1.9539
43 H 0.1959 1.4040 2.3303
44 H 0.1680 4.2504 1.2326
45 H -1.2435 3.4194 1.9579
46 H -0.7522 4.5451 4.0508
47 H 0.6966 0.7743 -2.8277
48 H 1.8430 0.2011 -1.7076
49 H 1.4964 -1.3112 -3.5444
50 H 0.9102 -2.1850 -2.1748
51 H -0.9008 -2.5661 -3.5257
52 H -1.4607 -0.9788 -3.1545
53 H 0.2247 -1.9400 -5.4866
54 H -0.0070 -0.2089 -5.2155
55 H -2.3437 -2.1448 -5.4160
56 H -1.6872 -1.4164 -6.8736
57 H -3.1413 0.3342 -6.4231
58 H -2.0826 0.7224 -5.0310
59 H -4.0797 2.3678 -4.0096
60 H -6.0366 0.9282 -2.1826
61 H -5.7898 2.7533 -2.3354
62 H -2.5557 1.5261 -1.5249
63 H -1.6032 0.9345 -2.7916
64 H -2.0697 3.1749 -3.0109
65 H 0.1742 2.5359 -3.8579
66 H 0.8950 3.3506 -2.4240
67 H -0.1145 4.2358 -3.5526
68 C 4.3539 -2.6619 8.0230
69 O 4.0088 -1.7711 6.9602
70 P 4.4445 -2.1044 5.4588
71 O 4.4864 -3.5448 5.1889
72 O 5.7962 -1.3216 5.2032
73 C 7.0029 -1.8267 5.7733
74 O 3.4844 -1.2043 4.6150
75 C 2.1132 -1.6188 4.4737
76 H 4.8944 -2.0970 8.7815
77 H 3.4385 -3.0632 8.4550
78 H 4.9663 -3.4904 7.6694
79 H 6.9299 -2.8963 5.9752
80 H 7.2246 -1.2863 6.6944
81 H 7.8010 -1.6582 5.0545
82 H 1.5890 -1.5066 5.4226
83 H 2.0613 -2.6532 4.1373
84 H 1.6585 -0.9773 3.7245

As for the net charge: -1. The calculation puts the energy at -98826.2464 eV. For the HOMO-LUMO gap, the calculation gives 6.296 eV.

Here are the Löwdin charges for atoms 1 to 5, given in e:
1. C -0.0527
2. C -0.2627
3. C -0.2530
4. P 0.7577
5. C -0.2585

4.
Below is C24H31BN8PPt as an isolated structure, with properties calculated with ωB97M-V/def2-TZVPD.

Atoms and positions in Å:
1 Pt 0.1140 -0.0638 0.2230
2 C -1.9044 3.1739 0.1891
3 C -1.4279 2.5702 -1.0763
4 C -1.5578 3.1368 -2.3463
5 C -0.9670 2.2425 -3.2084
6 N -0.5210 1.1925 -2.4956
7 N -0.8028 1.3979 -1.1956
8 B 0.1334 -0.0939 -3.0641
9 N 1.5750 -0.1780 -2.5448
10 C 2.7583 -0.4693 -3.1153
11 C 3.7304 -0.4672 -2.1349
12 C 3.0570 -0.1676 -0.9473
13 C 3.5714 0.0311 0.4308
14 N 1.7665 0.0019 -1.2262
15 N -0.6058 -1.3250 -2.5053
16 C -1.1381 -2.3753 -3.1541
17 C -1.6618 -3.2436 -2.2197
18 C -1.3947 -2.6620 -0.9787
19 C -1.7644 -3.1495 0.3699
20 N -0.7536 -1.5120 -1.1847
21 N -0.0486 -0.0497 -4.5687
22 C 0.7130 0.4019 -5.6032
23 C -0.0798 0.4754 -6.7186
24 C -1.3596 0.0067 -6.2885
25 C -2.6053 -0.1605 -7.0491
26 N -1.2859 -0.2837 -4.9996
27 H -2.7493 3.8230 -0.0265
28 H -2.2197 2.4169 0.9007
29 H -1.1253 3.7925 0.6338
30 H -2.0235 4.0718 -2.5777
31 H -0.8414 2.3081 -4.2705
32 H 2.8534 -0.6657 -4.1649
33 H 4.7775 -0.6607 -2.2497
34 H 4.6500 -0.0876 0.4368
35 H 3.3272 1.0395 0.7730
36 H 3.1315 -0.6972 1.1166
37 H -1.1296 -2.4489 -4.2231
38 H -2.1605 -4.1745 -2.3925
39 H -2.0579 -4.1924 0.3018
40 H -0.9308 -3.0565 1.0685
41 H -2.6161 -2.5828 0.7467
42 H 1.7362 0.6835 -5.4755
43 H 0.1917 0.7604 -7.7152
44 H -2.4212 -0.1012 -8.1173
45 H -3.0903 -1.1010 -6.7920
46 H -3.3094 0.6291 -6.7742
47 C 0.2084 1.9765 2.8654
48 P -0.2972 0.2325 2.5642
49 C -2.1129 0.2819 2.7867
50 C 0.2567 -0.5171 4.1442
51 C 1.5400 -0.2200 4.6137
52 C 1.8739 -0.4616 5.9322
53 C 0.9600 -1.0708 6.7822
54 C -0.2933 -1.4276 6.3043
55 C -0.6389 -1.1761 4.9886
56 H 1.2289 2.0164 3.2402
57 H -0.4464 2.4183 3.6160
58 H 0.1583 2.5578 1.9450
59 H -2.3539 0.8471 3.6872
60 H -2.5135 -0.7242 2.8823
61 H -2.5858 0.7473 1.9234
62 H 2.2685 0.2385 3.9610
63 H 2.8442 -0.1682 6.3010
64 H 1.2261 -1.2754 7.8085
65 H -1.0132 -1.8891 6.9624
66 H -1.6238 -1.4597 4.6562

Its relative energy (zero: lowest compared OMol25 entry of this formula, charge and spin) is 273.3 kJ/mol. As for the net charge: +2. Its multiplicity is 2. The calculation puts the energy at -50509.0922 eV. For the HOMO-LUMO gap (alpha / beta), the calculation gives 3.854 / 4.048 eV.

Here are the Löwdin charges for atoms 1 to 5, given in e:
1. Pt 1.2230
2. C -0.0071
3. C -0.3058
4. C 0.0370
5. C 0.0148

5.
Below is the molecule C3H3N3O2, with properties calculated with ωB97M-V/def2-TZVPD.

Atoms and positions in Å:
1 C -0.5406 -0.4736 0.1792
2 C -0.0991 -0.5201 -0.9918
3 C 1.2003 1.0264 -0.0250
4 H -0.3850 -1.3803 -1.7764
5 H 1.5889 0.4086 -2.1629
6 H 0.2557 0.7684 1.8055
7 N -1.5885 -1.0909 0.9740
8 N 0.8740 0.4843 -1.3663
9 N 0.3798 0.3938 0.7685
10 O -2.3075 -1.6359 0.2258
11 O 1.9975 1.8230 0.3401

The SMILES is O=Nc1c[nH]c(=O)[nH]1. Its relative energy (zero: lowest compared OMol25 entry of this formula, charge and spin) is 470.5 kJ/mol. As for the net charge: 0. The calculation puts the energy at -11721.0809 eV. For the HOMO-LUMO gap, the calculation gives 8.239 eV.

Here are the Löwdin charges for atoms 1 to 5, given in e:
1. C -0.3066
2. C -0.0930
3. C -0.5834
4. H 0.1753
5. H 0.1796

6.
Below is C22H19ClF4IrN3O2S as an isolated structure, with properties calculated with ωB97M-V/def2-TZVPD.

Atoms and positions in Å:
1 Ir -0.1710 0.4590 -0.6216
2 C -0.6142 -1.2599 -3.0661
3 N -0.8192 0.1336 -2.6117
4 C -0.1149 1.0282 -3.5636
5 C -2.2587 0.4791 -2.5978
6 C -2.9058 -0.1566 -1.3951
7 N -2.1476 0.2099 -0.1910
8 C -2.7569 -0.0450 1.0149
9 C -2.5290 0.7955 2.1285
10 F -1.8482 1.9220 1.9784
11 C -3.1051 0.5626 3.3604
12 F -2.8531 1.4203 4.3461
13 C -3.9536 -0.5050 3.5683
14 C -4.2212 -1.3267 2.4905
15 F -5.0235 -2.3767 2.6419
16 C -3.6619 -1.1085 1.2490
17 F -3.9377 -2.0047 0.2986
18 H -0.9609 -1.3644 -4.0963
19 H -1.1497 -1.9552 -2.4264
20 H 0.4490 -1.4880 -3.0212
21 H -0.5330 0.8902 -4.5633
22 H 0.9432 0.7854 -3.5641
23 H -0.2379 2.0620 -3.2524
24 H -2.7428 0.1449 -3.5195
25 H -2.3357 1.5648 -2.5380
26 H -2.9310 -1.2419 -1.4986
27 H -3.9389 0.1837 -1.3030
28 H -4.4061 -0.6843 4.5331
29 Cl 6.1082 -3.1435 0.1478
30 C 4.7792 -2.1100 -0.2458
31 C 5.0283 -0.8525 -0.8318
32 C 4.0005 -0.0132 -1.1581
33 C 2.6522 -0.3660 -0.9126
34 O 1.7390 0.4866 -1.2755
35 C 2.4080 -1.6397 -0.3261
36 C 1.1160 -2.1649 -0.0759
37 O 0.0083 -1.6065 -0.2264
38 C 3.4983 -2.4948 -0.0056
39 H 6.0519 -0.5559 -1.0198
40 H 4.1897 0.9530 -1.6057
41 H 1.0762 -3.1957 0.2930
42 H 3.2960 -3.4643 0.4327
43 S -0.1290 2.7938 -0.6061
44 C 0.7068 2.4757 0.8947
45 C 1.3110 3.3469 1.7885
46 C 1.8956 2.8083 2.9191
47 C 1.8731 1.4318 3.1378
48 C 1.2559 0.6244 2.2074
49 N 0.6880 1.1481 1.1197
50 H 1.3127 4.4094 1.5930
51 H 2.3719 3.4598 3.6397
52 H 2.3264 0.9948 4.0149
53 H 1.2013 -0.4500 2.3210

Its relative energy (zero: lowest compared OMol25 entry of this formula, charge and spin) is 0.0 kJ/mol. As for the net charge: +1. Its multiplicity is 2. The calculation puts the energy at -68748.9488 eV. For the HOMO-LUMO gap (alpha / beta), the calculation gives 7.625 / 5.684 eV.

Here are the Löwdin charges for atoms 1 to 5, given in e:
1. Ir 1.2806
2. C -0.0491
3. N -0.3925
4. C -0.0716
5. C -0.1739

Repeat the second record exactly.
Below is C20H27ClIN3O4OsSi as an isolated structure, with properties calculated with ωB97M-V/def2-TZVPD.

Atoms and positions in Å:
1 Os 0.1352 0.2594 0.3630
2 C -0.6602 0.1747 4.0257
3 C 0.6720 -0.2605 3.5192
4 C 1.7484 -0.6060 4.3457
5 C 2.9636 -0.9552 3.7949
6 C 3.1581 -0.9588 2.4036
7 C 2.0631 -0.6433 1.6583
8 N 0.8641 -0.3276 2.2049
9 N 1.8345 -0.4777 0.2568
10 Si 3.1048 -0.7498 -1.0684
11 C 3.5195 -2.5456 -0.8789
12 C 4.4965 0.4138 -0.6881
13 C 2.2576 -0.3362 -2.6617
14 H -0.7427 0.0125 5.0968
15 H -1.4585 -0.3708 3.5217
16 H -0.8019 1.2399 3.8300
17 H 1.6129 -0.5920 5.4175
18 H 3.7869 -1.2224 4.4442
19 H 4.1117 -1.2031 1.9611
20 H 4.0583 -2.7549 0.0461
21 H 4.1667 -2.8494 -1.7054
22 H 2.6281 -3.1748 -0.9098
23 H 5.1632 0.0554 0.0964
24 H 4.1373 1.4077 -0.4136
25 H 5.1043 0.5335 -1.5890
26 H 1.2190 -0.6713 -2.6972
27 H 2.7830 -0.8436 -3.4742
28 H 2.2766 0.7355 -2.8725
29 N -1.5477 -1.2220 -2.2871
30 C -1.7225 -1.6279 -1.0674
31 O -1.2884 -1.0243 0.0030
32 C -2.4553 -2.8918 -0.7996
33 I -1.0016 -4.4577 -0.8491
34 H -1.0886 -0.3378 -2.4959
35 H -1.9006 -1.7837 -3.0500
36 H -3.2130 -3.1027 -1.5478
37 H -2.8794 -2.8709 0.1981
38 C -1.9096 2.7226 -5.5328
39 C -0.5295 2.9770 -4.9964
40 C 0.5832 2.9507 -5.8238
41 C 1.8521 3.2222 -5.3284
42 Cl 3.2159 3.1636 -6.3891
43 C 2.0303 3.5430 -3.9974
44 C 0.9284 3.5659 -3.1495
45 C -0.3294 3.2777 -3.6489
46 O -1.4826 3.2510 -2.8677
47 C -1.3472 3.4414 -1.5024
48 C -0.7704 2.2232 -0.8501
49 O -0.6416 2.1096 0.4410
50 O -0.3551 1.2200 -1.4895
51 H -1.8602 2.3361 -6.5483
52 H -2.4917 3.6452 -5.5501
53 H -2.4610 2.0143 -4.9133
54 H 0.4627 2.7199 -6.8742
55 H 3.0154 3.7861 -3.6237
56 H 1.0906 3.8322 -2.1131
57 H -2.3338 3.6292 -1.0720
58 H -0.7185 4.2961 -1.2246

Its relative energy (zero: lowest compared OMol25 entry of this formula, charge and spin) is 14.9 kJ/mol. As for the net charge: +2. The calculation puts the energy at -64793.3261 eV. For the HOMO-LUMO gap (alpha / beta), the calculation gives 4.887 / 4.888 eV.

Here are the Löwdin charges for atoms 1 to 5, given in e:
1. Os 1.6963
2. C 0.0073
3. C -0.2625
4. C 0.0237
5. C 0.0149

Question: Number 1 is which compound?
Answer: C28H50GeIrNO6SSi3

Question: Among the records above, which one has the highest net charge?
Answer: C28H50GeIrNO6SSi3

Question: Which formula does entry 2 have?
Answer: C20H27ClIN3O4OsSi